No. 1
ORCA calculation (ωB97M-V/def2-TZVPD) on a structure of composition C18H29ClInNO2P2 in a non-equilibrium geometry.

Atoms and positions in Å:
In (0.3138, -0.1225, 0.0390)
P (-1.0258, -2.0618, -1.0393)
C (-2.3465, -1.2751, -2.0159)
C (-2.8312, 0.0159, -1.4032)
N (-2.0298, 0.7088, -0.5807)
C (-2.4384, 1.8878, -0.0890)
C (-3.7068, 2.3800, -0.3614)
C (-4.5569, 1.6619, -1.1903)
C (-4.1077, 0.4575, -1.7142)
C (-1.5002, 2.7360, 0.7425)
P (0.2754, 2.3757, 0.4813)
H (-4.7099, -0.1660, -2.3711)
H (-3.9722, 3.3372, 0.0826)
H (-5.5410, 2.0468, -1.4379)
H (-1.6455, 3.7951, 0.4939)
H (-1.7335, 2.6582, 1.8129)
H (-1.9626, -1.1156, -3.0343)
H (-3.1734, -1.9921, -2.0958)
H (1.9697, 1.2317, -4.3991)
O (1.0241, 1.0588, -4.5729)
H (0.9383, 1.2358, -5.5294)
H (3.9873, 2.1163, -1.6103)
O (3.8249, 2.7123, -2.3845)
H (4.6760, 3.1827, -2.4807)
C (0.7460, 3.5446, -0.8391)
H (0.5510, 4.5774, -0.5113)
H (1.8004, 3.4364, -1.1213)
H (0.1660, 3.3441, -1.7473)
C (1.1241, 2.9647, 1.9828)
H (2.1993, 2.7595, 1.9050)
H (0.9642, 4.0476, 2.1033)
H (0.7678, 2.4403, 2.8767)
C (-2.0202, -3.0401, 0.1749)
H (-2.6630, -3.7565, -0.3707)
H (-1.3648, -3.5971, 0.8614)
H (-2.6595, -2.3884, 0.7877)
C (-0.2970, -3.3635, -2.0769)
H (0.4854, -3.8900, -1.5169)
H (-1.0631, -4.0871, -2.3868)
H (0.1770, -2.9239, -2.9561)
Cl (2.0876, 0.1245, 4.4780)
C (2.3869, -1.2733, 3.5283)
C (3.5993, -1.9311, 3.6815)
C (3.9184, -3.0316, 2.8746)
C (3.0056, -3.4379, 1.9033)
C (1.7797, -2.8030, 1.7631)
C (1.4468, -1.6731, 2.5366)
C (0.2390, -0.9019, 2.1960)
H (4.3146, -1.5576, 4.4188)
H (4.8774, -3.5406, 3.0033)
H (3.2631, -4.2563, 1.2239)
H (1.0701, -3.1173, 0.9884)
H (-0.6663, -1.5076, 2.0922)
H (0.0365, -0.0265, 2.8044)

Force components x, y, z for each atom (eV/Å):
In -1.4 -0.5 1.8
P -0.5 -1.1 -0.5
C 0.3 -0.1 -0.2
C -0.4 0.1 0.1
N 0.7 -0.1 0.1
C -0.4 0.1 -0.2
C 0.2 0.2 0.1
C 0.0 0.0 0.0
C 0.0 -0.1 -0.1
C 0.0 -0.3 0.3
P 0.5 1.5 -0.6
H 0.0 0.3 0.1
H -0.2 -0.2 -0.2
H 0.1 -0.1 0.1
H 0.1 -0.2 0.0
H 0.1 -0.2 -0.1
H -0.1 0.1 0.2
H 0.1 0.2 0.0
H -0.6 0.0 -0.1
O 0.6 0.2 -0.4
H 0.0 -0.1 0.6
H 0.0 0.7 -1.1
O 0.6 -0.6 1.2
H -0.6 -0.2 -0.1
C 0.1 -0.1 -0.2
H 0.1 -0.3 0.0
H -0.1 0.0 0.2
H 0.0 0.0 0.2
C 0.1 -0.3 0.1
H -0.2 0.1 -0.1
H 0.0 -0.4 -0.1
H 0.0 0.1 -0.2
C 0.3 0.3 0.5
H 0.4 0.4 0.1
H -0.2 0.1 -0.3
H 0.2 -0.1 -0.2
C 0.3 0.1 -0.1
H -0.2 0.1 0.0
H 0.2 0.2 0.1
H -0.1 0.0 0.0
Cl -0.1 0.4 0.3
C -0.5 -0.6 -1.3
C 0.4 -0.4 0.0
C -0.2 0.5 0.2
C 0.1 -0.5 -0.2
C 0.1 0.6 0.3
C 1.2 -0.4 0.4
C -0.4 0.5 -1.3
H -0.3 -0.2 -0.2
H -0.4 0.2 -0.1
H -0.1 0.2 0.4
H 0.3 0.0 0.2
H 0.1 0.0 0.3
H 0.0 -0.1 0.2

Calculated values
Total charge: +2
HOMO in hartree: -0.4911
Relative energy (zero: lowest compared OMol25 entry of this formula, charge and spin) in kcal/mol: 0.0
Electronic energy in Ha: -2241.03529
LUMO level in eV: -7.821

These are the natural (NBO) partial charges, in e, on atoms 1 to 4: number 1, In, carries 1.2363; number 2, P, carries 0.9495; number 3, C, carries -0.7654; number 4, C, carries 0.2277

No. 2
ORCA calculation (ωB97M-V/def2-TZVPD) on an isolated molecule of C4H3FO2 in a non-equilibrium geometry.

Atoms and positions in Å:
C (1.7579, 0.3205, -0.1835)
C (0.8647, -0.8813, 0.0322)
O (0.9486, -2.0318, -0.0393)
O (-0.5022, -0.2227, 0.5524)
C (-1.7645, -0.0163, 0.1723)
C (-2.9503, 0.3257, 0.2282)
F (-4.0535, 0.8928, -0.1722)
H (1.9085, 0.7385, 0.7755)
H (2.6831, -0.0769, -0.5303)
H (1.1078, 0.9515, -0.8352)

Force components x, y, z for each atom (eV/Å):
C -2.1 -1.4 -0.5
C -2.0 1.4 0.1
O 0.2 -0.4 -0.1
O -0.1 0.0 -0.1
C -0.7 0.4 0.5
C 2.8 -0.6 -0.7
F 0.1 -0.3 0.3
H 0.0 0.9 0.9
H 0.7 0.2 -0.8
H 1.2 -0.1 0.4

Calculated values
HOMO in hartree: -0.3315
Relative energy (zero: lowest compared OMol25 entry of this formula, charge and spin) in kcal/mol: 75.9
Electronic energy in Ha: -404.40495
SMILES string: CC(=O)OC#CF
LUMO level in eV: 0.521

These are the natural (NBO) partial charges, in e, on atoms 1 to 4: number 1, C, carries -0.7130; number 2, C, carries 0.8781; number 3, O, carries -0.4474; number 4, O, carries -0.6407

No. 3
ORCA calculation (ωB97M-V/def2-TZVPD) on a structure of composition C27H31Cl2N2O2Rh.

Atoms and positions in Å:
Rh (1.5218, 0.5094, 1.6555)
C (0.2568, 0.7527, 4.9015)
C (1.3515, 0.2414, 4.0096)
C (1.3257, -1.0599, 3.4987)
C (2.3373, -1.5603, 2.6569)
C (2.2308, -2.9419, 2.0769)
C (3.4212, -0.7247, 2.3467)
C (3.4999, 0.5973, 2.8453)
C (4.6207, 1.5064, 2.4432)
C (2.4436, 1.0679, 3.6530)
H (-0.1401, 1.6973, 4.5304)
H (0.6357, 0.9212, 5.9110)
H (-0.5590, 0.0344, 4.9578)
H (0.4667, -1.6838, 3.6918)
H (1.9431, -2.8879, 1.0267)
H (1.4641, -3.5175, 2.5892)
H (3.1847, -3.4653, 2.1490)
H (4.2071, -1.0868, 1.6944)
H (4.4029, 1.9125, 1.4511)
H (5.5688, 0.9709, 2.4085)
H (4.7168, 2.3424, 3.1339)
H (2.4764, 2.0905, 4.0094)
C (1.1955, 1.4103, -1.6686)
C (1.2555, 2.4488, -0.5427)
C (2.0626, 3.6622, -1.0210)
C (-0.1468, 2.9139, -0.1298)
N (1.9918, 1.8718, 0.5690)
H (0.6598, 1.8255, -2.5250)
H (0.6967, 0.5056, -1.3296)
H (2.2040, 1.1437, -1.9910)
H (1.5650, 4.1393, -1.8681)
H (3.0633, 3.3571, -1.3295)
H (2.1588, 4.3941, -0.2179)
H (-0.6575, 3.3498, -0.9913)
H (-0.0708, 3.6793, 0.6455)
H (-0.7386, 2.0842, 0.2457)
Cl (0.1524, -2.3550, -2.2813)
C (-0.4794, -1.2442, -3.4511)
C (0.0446, -1.2430, -4.7323)
C (-0.4677, -0.3627, -5.6716)
C (-1.4930, 0.5050, -5.3331)
C (-1.9947, 0.4946, -4.0413)
Cl (-3.2714, 1.5880, -3.6284)
C (-1.4971, -0.3685, -3.0654)
N (-1.9922, -0.3352, -1.7480)
C (-2.9766, -1.2539, -1.3600)
C (-3.6669, -2.0183, -2.2971)
C (-4.6449, -2.9138, -1.8914)
C (-4.9418, -3.0646, -0.5479)
C (-4.2579, -2.2941, 0.3829)
C (-3.2867, -1.3802, 0.0036)
C (-2.6037, -0.5156, 1.0336)
C (-1.1332, -0.8721, 1.2836)
O (-0.8477, -1.8641, 1.9348)
O (-0.2845, -0.0502, 0.7401)
H (0.8406, -1.9294, -4.9833)
H (-0.0668, -0.3551, -6.6762)
H (-1.9051, 1.1931, -6.0572)
H (-1.2721, -0.1736, -1.0494)
H (-3.4332, -1.9160, -3.3493)
H (-5.1697, -3.4996, -2.6353)
H (-5.6978, -3.7674, -0.2248)
H (-4.4850, -2.3963, 1.4377)
H (-3.1181, -0.6432, 1.9856)
H (-2.6663, 0.5338, 0.7360)

Force components x, y, z for each atom (eV/Å):
Rh 0.1 -0.5 0.4
C 0.0 0.0 0.0
C 0.1 0.0 0.0
C 0.0 0.0 0.1
C 0.0 0.0 0.0
C 0.0 0.0 0.0
C -0.1 0.1 -0.1
C -0.1 0.0 -0.1
C 0.0 0.0 0.0
C 0.0 0.1 -0.1
H 0.0 0.0 0.0
H 0.0 0.0 0.0
H 0.0 0.0 0.0
H 0.0 0.0 0.0
H 0.0 0.0 0.0
H 0.0 0.0 0.0
H 0.0 0.0 0.0
H 0.0 0.0 0.0
H 0.0 0.0 0.0
H 0.0 0.0 0.0
H 0.0 0.0 0.0
H 0.0 0.0 0.0
C 0.0 0.0 0.0
C 0.0 0.0 0.0
C 0.0 0.0 0.0
C 0.0 0.0 0.0
N 0.0 0.1 0.0
H 0.0 0.0 0.0
H 0.0 0.0 0.0
H 0.0 0.0 0.0
H 0.0 0.0 0.0
H 0.0 0.0 0.0
H 0.0 0.0 0.0
H 0.0 0.0 0.0
H 0.0 0.0 0.0
H 0.0 0.0 0.0
Cl 0.0 0.0 0.0
C 0.0 0.0 0.0
C 0.0 0.0 0.0
C 0.0 0.0 0.0
C 0.0 0.0 0.0
C 0.0 0.0 0.0
Cl 0.0 0.0 0.0
C 0.0 0.0 0.0
N 0.0 0.0 0.1
C 0.0 0.0 0.0
C 0.0 0.0 0.0
C 0.0 0.0 0.0
C 0.0 0.0 0.0
C 0.0 0.0 0.0
C 0.0 0.0 0.0
C 0.0 0.0 -0.1
C 0.1 0.0 -0.2
O 0.0 -0.1 0.1
O -0.1 0.3 -0.1
H 0.0 0.0 0.0
H 0.0 0.0 0.0
H 0.0 0.0 0.0
H 0.0 0.0 0.0
H 0.0 0.0 0.0
H 0.0 0.0 0.0
H 0.0 0.0 0.0
H 0.0 0.0 0.0
H 0.0 0.0 0.0
H 0.0 0.0 0.0

Calculated values
HOMO (spin up / spin down) in hartree: -0.2804 / -0.2804
Relative energy (zero: lowest compared OMol25 entry of this formula, charge and spin) in kcal/mol: 0.1
Electronic energy in Ha: -2338.35981
LUMO level (spin up / spin down) in eV: -0.200 / -0.349

These are the natural (NBO) partial charges, in e, on atoms 1 to 4: number 1, Rh, carries 0.7855; number 2, C, carries -0.6287; number 3, C, carries -0.0513; number 4, C, carries -0.1727

No. 4
ORCA calculation (ωB97M-V/def2-TZVPD) on a structure of composition C5H12N2 in a non-equilibrium geometry.

Atoms and positions in Å:
C (1.2996, 3.0836, -0.8648)
C (-0.0523, 2.6200, -1.1648)
C (0.5574, -0.6669, 0.4984)
C (0.0206, -2.0508, 0.9108)
C (-1.7277, -3.2153, 1.2281)
N (-1.5239, -2.0099, 0.8568)
N (-0.3785, 1.5781, -1.8071)
H (1.5100, 4.0596, -0.4671)
H (0.9863, 3.2198, -1.9660)
H (2.0571, 2.3208, -1.0004)
H (-0.8529, 3.3472, -0.9501)
H (1.5947, -0.5396, 0.7867)
H (-0.0836, 0.0601, 0.9959)
H (0.4116, -2.7815, 0.2039)
H (0.3753, -2.1801, 1.9364)
H (-2.1473, -3.4069, 2.2258)
H (-1.3785, -4.1342, 0.7460)
H (-1.2428, 1.1044, -1.6052)
H (0.5750, -0.4083, -0.5633)

Force components x, y, z for each atom (eV/Å):
C -0.6 -0.7 -2.9
C -2.8 0.3 1.9
C -0.5 0.5 -0.2
C 1.9 2.4 -0.9
C -0.6 -0.1 1.0
N 0.7 -1.7 0.0
N 1.9 -2.2 0.6
H -0.2 0.0 0.3
H 2.1 1.4 -0.5
H 0.2 0.1 0.5
H 0.2 0.1 0.6
H 0.1 -0.2 0.6
H 0.4 0.3 0.1
H -0.4 -0.5 0.3
H -0.4 -0.6 -0.1
H -0.5 0.2 -0.1
H -0.1 0.2 -0.7
H -0.8 1.1 -0.6
H -0.6 -0.5 -0.1

Calculated values
Total charge: +1
HOMO (spin up / spin down) in hartree: -0.4157 / -0.4138
Relative energy (zero: lowest compared OMol25 entry of this formula, charge and spin) in kcal/mol: 157.2
Electronic energy in Ha: -306.70071
Expectation value of S²: 0.756
Spin multiplicity: 2
LUMO level (spin up / spin down) in eV: -6.686 / -8.128

These are the natural (NBO) partial charges, in e, on atoms 1 to 4: number 1, C, carries -0.6612; number 2, C, carries 0.1305; number 3, C, carries -0.6264; number 4, C, carries -0.2938